{"formula": "C23H31BiCl3N5O", "method": "ωB97M-V/def2-TZVPD", "species": ["Bi", "C", "C", "N", "C", "C", "N", "C", "C", "C", "N", "C", "C", "N", "C", "H", "H", "H", "H", "H", "H", "H", "H", "H", "H", "H", "H", "H", "H", "H", "H", "H", "H", "H", "H", "H", "H", "H", "H", "Cl", "C", "C", "C", "Cl", "C", "O", "C", "Cl", "C", "H", "H", "N", "C", "C", "C", "C", "C", "C", "C", "H", "H", "H", "H", "H"], "xyz": [[0.132, -0.443, 0.687], [0.015, 3.442, 0.603], [0.309, 2.576, -0.624], [1.189, 1.384, -0.470], [2.559, 1.575, 0.053], [2.594, 1.511, 1.569], [1.921, 0.303, 2.133], [1.770, 0.528, 3.598], [1.170, -0.587, 4.470], [0.357, -1.704, 3.832], [-0.708, -1.301, 2.884], [-1.825, -0.443, 3.340], [-1.569, 1.054, 3.208], [-1.145, 1.487, 1.850], [-0.572, 2.854, 1.904], [-0.678, 4.194, 0.222], [0.912, 4.001, 0.878], [0.751, 3.243, -1.367], [-0.625, 2.202, -1.046], [1.275, 0.973, -1.398], [2.976, 2.531, -0.272], [3.170, 0.775, -0.361], [2.102, 2.380, 1.999], [3.635, 1.539, 1.897], [2.527, -0.502, 1.953], [1.173, 1.429, 3.699], [2.753, 0.784, 3.998], [0.574, -0.098, 5.244], [1.973, -1.094, 5.005], [-0.069, -2.303, 4.640], [1.016, -2.366, 3.263], [-1.117, -2.174, 2.561], [-2.086, -0.651, 4.381], [-2.696, -0.713, 2.738], [-0.792, 1.360, 3.903], [-2.479, 1.577, 3.514], [-1.965, 1.499, 1.244], [0.203, 2.822, 2.664], [-1.324, 3.550, 2.285], [2.437, -5.860, -3.720], [2.290, -4.582, -2.576], [1.239, -4.583, -1.677], [1.148, -3.545, -0.770], [-0.194, -3.549, 0.360], [2.059, -2.489, -0.707], [1.994, -1.496, 0.197], [3.092, -2.527, -1.651], [4.247, -1.236, -1.665], [3.219, -3.552, -2.568], [0.508, -5.379, -1.682], [4.037, -3.549, -3.275], [-1.521, -0.150, -1.598], [-2.097, 0.042, -2.578], [-2.819, 0.249, -3.796], [-4.210, 0.373, -3.761], [-4.897, 0.572, -4.943], [-4.204, 0.651, -6.145], [-2.821, 0.524, -6.176], [-2.119, 0.324, -5.003], [-4.737, 0.301, -2.818], [-5.975, 0.664, -4.930], [-4.748, 0.810, -7.067], [-2.292, 0.579, -7.117], [-1.043, 0.212, -5.014]], "spin_multiplicity": 1, "homo_energy_ev": -13.23, "charge": 2, "e_lumo_ev": -5.10, "e_tot_ha": -2838.743309, "e_above_lowest_kcal_mol": 16.7}


{"formula": "C23H31BiN6O4PSSe3Te", "method": "ωB97M-V/def2-TZVPD", "species": ["Bi", "C", "O", "C", "C", "C", "C", "C", "C", "N", "N", "C", "C", "O", "C", "C", "C", "C", "C", "C", "C", "C", "H", "H", "H", "H", "H", "H", "H", "H", "H", "H", "H", "H", "H", "Se", "Se", "Te", "Se", "S", "C", "N", "C", "P", "O", "N", "C", "C", "N", "C", "C", "H", "H", "H", "H", "H", "H", "H", "H", "H", "H", "H", "H", "H", "H", "H", "H", "H", "H", "O", "N"], "xyz": [[-0.108, 0.075, 0.166], [-3.205, -1.526, -2.027], [-2.737, -0.605, -1.057], [-3.505, -0.329, 0.027], [-4.610, -1.073, 0.406], [-5.332, -0.724, 1.542], [-4.964, 0.386, 2.283], [-3.871, 1.147, 1.899], [-3.105, 0.792, 0.792], [-1.964, 1.493, 0.370], [-1.819, 2.668, 0.883], [-0.813, 3.446, 0.483], [0.200, 3.093, -0.469], [0.289, 1.938, -1.031], [1.199, 4.049, -0.818], [1.223, 5.281, -0.264], [0.237, 5.684, 0.692], [0.257, 6.975, 1.245], [-0.701, 7.371, 2.146], [-1.713, 6.479, 2.513], [-1.742, 5.206, 1.993], [-0.776, 4.779, 1.067], [-4.119, -1.157, -2.500], [-3.385, -2.515, -1.600], [-2.410, -1.599, -2.766], [-4.924, -1.928, -0.178], [-6.184, -1.320, 1.839], [-5.523, 0.659, 3.169], [-3.566, 2.020, 2.460], [1.950, 3.727, -1.529], [2.003, 5.982, -0.536], [1.047, 7.656, 0.951], [-0.680, 8.367, 2.570], [-2.479, 6.793, 3.211], [-2.515, 4.511, 2.286], [2.975, 0.235, 1.490], [3.754, 1.567, -2.158], [2.442, -0.150, -1.070], [1.499, -1.075, -3.937], [1.081, 1.223, 2.054], [0.315, -5.380, 3.818], [0.795, -4.121, 3.287], [1.852, -3.478, 4.047], [-0.117, -3.212, 2.228], [0.639, -2.018, 1.798], [-1.606, -2.770, 2.858], [-2.619, -3.744, 3.218], [-1.659, -1.548, 3.646], [-0.560, -4.356, 1.078], [-1.573, -3.903, 0.115], [0.592, -4.944, 0.387], [-0.139, -5.264, 4.810], [1.151, -6.082, 3.905], [-0.422, -5.802, 3.138], [1.557, -3.304, 5.090], [2.089, -2.522, 3.583], [2.751, -4.102, 4.044], [-2.553, -4.041, 4.273], [-2.514, -4.629, 2.593], [-3.608, -3.306, 3.049], [-0.845, -0.887, 3.344], [-1.558, -1.748, 4.722], [-2.609, -1.037, 3.474], [-2.321, -3.298, 0.624], [-2.056, -4.779, -0.328], [-1.125, -3.310, -0.686], [1.375, -5.187, 1.103], [1.003, -4.263, -0.364], [0.272, -5.864, -0.108], [0.125, -2.096, -1.959], [0.212, -2.046, -3.202]], "spin_multiplicity": 1, "homo_energy_ev": -3.81, "charge": -1, "e_lumo_ev": 1.32, "e_tot_ha": -9951.064053, "e_above_lowest_kcal_mol": 33.8}


{"formula": "C23H31ClN4O3", "method": "ωB97M-V/def2-TZVPD", "species": ["C", "C", "O", "C", "C", "C", "C", "C", "Cl", "C", "C", "N", "C", "C", "N", "C", "C", "C", "C", "O", "N", "C", "C", "N", "C", "C", "O", "C", "C", "C", "C", "H", "H", "H", "H", "H", "H", "H", "H", "H", "H", "H", "H", "H", "H", "H", "H", "H", "H", "H", "H", "H", "H", "H", "H", "H", "H", "H", "H", "H", "H", "H"], "xyz": [[4.187, 1.012, 2.566], [3.023, 1.416, 1.742], [1.777, 1.074, 2.161], [0.938, 1.556, 1.222], [-0.491, 1.377, 1.341], [-1.338, 1.845, 0.335], [-2.704, 1.677, 0.441], [-3.231, 1.046, 1.561], [-4.938, 0.829, 1.694], [-2.402, 0.587, 2.575], [-1.036, 0.749, 2.462], [1.561, 2.169, 0.255], [2.893, 2.097, 0.559], [3.968, 2.705, -0.291], [4.332, 2.034, -1.524], [3.580, 2.382, -2.711], [2.237, 1.654, -2.819], [2.482, 0.143, -2.795], [1.192, -0.665, -2.871], [1.019, -1.539, -3.695], [0.259, -0.332, -1.950], [-0.997, -1.029, -1.837], [-0.996, -2.034, -0.672], [-2.200, -2.841, -0.730], [-3.326, -2.313, 0.021], [-3.223, -2.623, 1.521], [-3.071, -4.007, 1.755], [-1.936, -4.513, 1.082], [-2.035, -4.251, -0.426], [3.279, -0.245, -1.543], [4.554, 0.607, -1.438], [4.310, -0.071, 2.544], [5.091, 1.478, 2.186], [4.034, 1.312, 3.602], [-0.911, 2.346, -0.519], [-3.362, 2.034, -0.335], [-2.828, 0.111, 3.444], [-0.381, 0.393, 3.243], [3.666, 3.722, -0.550], [4.876, 2.764, 0.323], [3.426, 3.463, -2.722], [4.206, 2.119, -3.571], [1.613, 1.961, -1.979], [1.735, 1.934, -3.746], [3.072, -0.132, -3.677], [0.470, 0.367, -1.255], [-1.806, -0.306, -1.711], [-1.146, -1.580, -2.768], [-0.125, -2.682, -0.794], [-0.886, -1.488, 0.278], [-3.391, -1.236, -0.134], [-4.232, -2.781, -0.375], [-4.134, -2.326, 2.041], [-2.368, -2.080, 1.956], [-1.911, -5.583, 1.294], [-1.024, -4.043, 1.486], [-1.152, -4.632, -0.939], [-2.917, -4.770, -0.814], [2.663, -0.104, -0.654], [3.555, -1.300, -1.593], [5.072, 0.392, -0.500], [5.221, 0.338, -2.265]], "spin_multiplicity": 1, "homo_energy_ev": -8.03, "e_lumo_ev": -0.07, "e_tot_ha": -1799.983637, "smiles": "Cc1oc(-c2ccc(Cl)cc2)nc1CN1CCC(C(=O)NCCN2CCOCC2)CC1", "e_above_lowest_kcal_mol": 24.9}


{"formula": "C23H31N3O4", "method": "ωB97M-V/def2-TZVPD", "species": ["C", "O", "C", "C", "C", "C", "C", "O", "N", "C", "C", "C", "N", "C", "C", "C", "C", "N", "C", "O", "C", "C", "C", "C", "O", "C", "C", "C", "C", "C", "H", "H", "H", "H", "H", "H", "H", "H", "H", "H", "H", "H", "H", "H", "H", "H", "H", "H", "H", "H", "H", "H", "H", "H", "H", "H", "H", "H", "H", "H", "H"], "xyz": [[0.473, 3.887, -5.410], [1.131, 2.698, -5.041], [1.006, 2.251, -3.765], [0.248, 2.864, -2.772], [0.195, 2.304, -1.510], [0.891, 1.141, -1.198], [0.759, 0.609, 0.185], [-0.174, 0.939, 0.905], [1.731, -0.232, 0.581], [1.787, -0.906, 1.860], [2.726, -0.210, 2.851], [2.008, 0.934, 3.580], [1.004, 0.375, 4.467], [1.378, 0.401, 5.860], [-0.368, 0.778, 4.233], [-1.322, -0.391, 4.524], [-2.562, -0.387, 3.623], [-2.240, -0.583, 2.229], [-2.070, -1.821, 1.707], [-2.301, -2.852, 2.311], [-1.596, -1.801, 0.289], [-2.096, -0.892, -0.634], [-1.654, -0.894, -1.945], [-0.684, -1.803, -2.350], [-0.171, -1.888, -3.610], [-0.740, -1.091, -4.621], [-0.176, -2.716, -1.423], [-0.639, -2.722, -0.125], [1.635, 0.522, -2.203], [1.692, 1.070, -3.465], [0.819, 4.738, -4.816], [0.727, 4.050, -6.456], [-0.613, 3.792, -5.312], [-0.303, 3.770, -2.970], [-0.396, 2.769, -0.735], [2.521, -0.370, -0.029], [0.780, -0.928, 2.278], [2.117, -1.933, 1.680], [3.605, 0.170, 2.324], [3.057, -0.938, 3.592], [2.741, 1.531, 4.139], [1.546, 1.589, 2.838], [2.367, -0.040, 5.978], [1.396, 1.421, 6.280], [0.669, -0.195, 6.432], [-0.458, 1.054, 3.183], [-0.650, 1.656, 4.839], [-1.647, -0.376, 5.565], [-0.782, -1.324, 4.353], [-3.218, -1.211, 3.917], [-3.102, 0.559, 3.722], [-1.783, 0.179, 1.744], [-2.853, -0.183, -0.334], [-2.068, -0.179, -2.639], [-0.589, -0.025, -4.425], [-0.220, -1.364, -5.538], [-1.809, -1.295, -4.736], [0.571, -3.420, -1.755], [-0.264, -3.441, 0.587], [2.146, -0.412, -2.025], [2.257, 0.595, -4.251]], "spin_multiplicity": 1, "homo_energy_ev": -8.13, "e_lumo_ev": 0.57, "e_tot_ha": -1360.280523, "smiles": "COc1ccc(C(=O)NCCCN(C)CCCNC(=O)c2ccc(OC)cc2)cc1", "e_above_lowest_kcal_mol": 4.9}


{"formula": "C23H31N3O5S", "method": "ωB97M-V/def2-TZVPD", "species": ["C", "O", "C", "C", "C", "C", "C", "C", "C", "O", "N", "C", "C", "S", "O", "O", "N", "C", "C", "N", "C", "C", "C", "C", "O", "C", "C", "C", "C", "C", "C", "C", "H", "H", "H", "H", "H", "H", "H", "H", "H", "H", "H", "H", "H", "H", "H", "H", "H", "H", "H", "H", "H", "H", "H", "H", "H", "H", "H", "H", "H", "H", "H"], "xyz": [[-1.441, 4.156, -1.526], [-0.194, 4.788, -1.674], [0.937, 4.046, -1.498], [2.144, 4.726, -1.666], [3.345, 4.071, -1.509], [3.382, 2.720, -1.180], [4.688, 2.005, -0.963], [5.410, 2.540, 0.285], [4.476, 2.628, 1.478], [4.210, 3.671, 2.037], [3.996, 1.431, 1.902], [2.976, 1.359, 2.915], [1.597, 1.120, 2.310], [1.548, -0.581, 1.673], [2.611, -0.757, 0.720], [1.525, -1.473, 2.798], [0.091, -0.579, 0.837], [0.083, -1.264, -0.444], [-0.100, -2.774, -0.248], [-1.291, -3.079, 0.514], [-2.523, -3.214, -0.129], [-3.620, -3.709, 0.580], [-4.846, -3.917, -0.022], [-5.018, -3.649, -1.374], [-6.182, -3.816, -2.073], [-7.300, -4.323, -1.390], [-3.928, -3.174, -2.098], [-2.709, -2.957, -1.491], [-1.233, -2.434, 1.809], [-1.061, -0.914, 1.655], [2.181, 2.050, -1.021], [0.964, 2.696, -1.174], [-1.577, 3.764, -0.512], [-2.186, 4.927, -1.715], [-1.570, 3.344, -2.249], [2.109, 5.774, -1.919], [4.268, 4.616, -1.643], [4.496, 0.935, -0.855], [5.340, 2.145, -1.828], [5.787, 3.545, 0.097], [6.251, 1.890, 0.533], [4.094, 0.611, 1.321], [2.997, 2.316, 3.446], [3.201, 0.543, 3.610], [1.406, 1.787, 1.474], [0.815, 1.196, 3.058], [-0.734, -0.844, -1.037], [1.034, -1.056, -0.932], [0.758, -3.144, 0.325], [-0.125, -3.297, -1.204], [-3.515, -3.961, 1.624], [-5.656, -4.302, 0.577], [-7.611, -3.659, -0.576], [-8.097, -4.380, -2.130], [-7.109, -5.323, -0.989], [-4.059, -2.972, -3.149], [-1.902, -2.582, -2.099], [-0.371, -2.826, 2.357], [-2.138, -2.635, 2.379], [-1.946, -0.484, 1.175], [-0.920, -0.454, 2.633], [2.190, 1.000, -0.770], [0.053, 2.132, -1.037]], "spin_multiplicity": 1, "homo_energy_ev": -7.50, "e_lumo_ev": 0.48, "e_tot_ha": -1833.672659, "smiles": "COc1ccc(CCC(=O)NCCS(=O)(=O)N2CCN(c3ccc(OC)cc3)CC2)cc1", "e_above_lowest_kcal_mol": 74.5}


{"formula": "C23H31N4O4S2", "method": "ωB97M-V/def2-TZVPD", "species": ["C", "O", "C", "C", "C", "C", "C", "C", "S", "C", "N", "C", "C", "C", "N", "C", "C", "C", "O", "C", "C", "C", "C", "S", "O", "O", "N", "C", "C", "C", "C", "N", "C", "H", "H", "H", "H", "H", "H", "H", "H", "H", "H", "H", "H", "H", "H", "H", "H", "H", "H", "H", "H", "H", "H", "H", "H", "H", "H", "H", "H", "H", "H", "H"], "xyz": [[-0.956, -0.314, -2.599], [-1.635, -1.104, -1.626], [-0.812, -1.953, -0.889], [-1.081, -3.309, -0.880], [-0.301, -4.197, -0.148], [0.788, -3.773, 0.596], [1.657, -4.711, 1.364], [1.043, -2.406, 0.595], [2.308, -1.563, 1.445], [1.668, -0.055, 0.788], [2.197, 1.150, 1.147], [3.597, 1.254, 1.549], [4.519, 1.492, 0.357], [4.513, 0.317, -0.640], [5.401, 0.429, -1.773], [5.084, 1.517, -2.672], [6.807, 0.404, -1.431], [1.473, 2.322, 1.035], [1.974, 3.406, 1.181], [0.006, 2.125, 0.788], [-0.797, 1.610, 1.806], [-2.139, 1.379, 1.575], [-2.649, 1.667, 0.322], [-4.313, 1.209, -0.076], [-4.730, 1.738, -1.323], [-5.189, 1.146, 1.037], [-4.074, -0.644, -0.482], [-5.255, -1.052, -1.244], [-3.907, -1.411, 0.750], [-1.894, 2.269, -0.668], [-0.558, 2.523, -0.421], [0.648, -0.180, 0.011], [0.261, -1.481, -0.125], [-0.476, -0.959, -3.338], [-0.210, 0.323, -2.124], [-1.718, 0.293, -3.084], [-1.906, -3.678, -1.471], [-0.542, -5.248, -0.175], [1.275, -5.726, 1.316], [2.669, -4.699, 0.959], [1.719, -4.404, 2.408], [3.871, 0.337, 2.076], [3.667, 2.100, 2.237], [4.213, 2.410, -0.147], [5.529, 1.634, 0.742], [3.501, 0.190, -1.043], [4.782, -0.601, -0.107], [5.332, 2.508, -2.267], [4.021, 1.489, -2.911], [5.647, 1.377, -3.594], [7.381, 0.253, -2.345], [7.001, -0.432, -0.762], [7.159, 1.331, -0.956], [-0.365, 1.377, 2.768], [-2.786, 0.991, 2.346], [-3.210, -0.752, -1.059], [-5.365, -0.406, -2.113], [-6.139, -0.943, -0.616], [-5.165, -2.088, -1.569], [-3.971, -2.480, 0.546], [-4.694, -1.131, 1.451], [-2.934, -1.200, 1.188], [-2.359, 2.528, -1.605], [0.058, 2.996, -1.170]], "spin_multiplicity": 1, "homo_energy_ev": -10.37, "charge": 1, "e_lumo_ev": -3.36, "e_tot_ha": -2211.146977, "smiles": "COc1ccc(C)c2sc(N(CCCN(C)C)C(=O)c3ccc(S(=O)(=O)[NH+](C)C)cc3)nc12", "e_above_lowest_kcal_mol": 3.3}


{"formula": "C23H32N4O2", "method": "ωB97M-V/def2-TZVPD", "species": ["C", "C", "O", "C", "C", "C", "C", "C", "C", "C", "N", "C", "C", "H", "H", "C", "N", "C", "C", "C", "N", "H", "H", "N", "C", "O", "C", "H", "C", "H", "H", "C", "C", "H", "C", "H", "H", "H", "H", "H", "H", "C", "C", "H", "H", "H", "H", "H", "H", "H", "H", "H", "H", "H", "H", "H", "H", "H", "H", "H", "H"], "xyz": [[-5.599, -2.360, 1.156], [-5.595, -1.036, 1.804], [-4.604, -0.012, 1.368], [-4.829, 0.514, 0.174], [-5.977, 0.305, -0.776], [-6.107, 1.124, -1.749], [-5.086, 1.897, -1.997], [-3.904, 2.114, -1.465], [-3.854, 1.384, -0.265], [-2.506, 1.358, 0.662], [-1.591, 0.618, 0.342], [-1.083, 0.691, -1.109], [0.018, -0.727, -1.444], [0.838, -0.088, -1.911], [-0.516, -1.353, -2.016], [0.453, -1.178, 0.101], [1.614, -2.261, -0.227], [2.858, -1.892, -0.402], [3.616, -2.934, -0.828], [2.440, -3.928, -0.602], [1.272, -3.406, -0.527], [2.400, -4.938, -0.727], [4.542, -3.086, -0.911], [3.338, -0.499, -0.227], [4.712, -0.028, -0.798], [5.675, -0.965, -0.821], [4.936, 1.116, -0.369], [4.341, 1.976, -1.140], [4.452, 1.702, 1.174], [4.573, 0.833, 1.800], [3.553, 2.305, 1.053], [5.599, 2.685, 1.361], [6.910, 2.149, 0.873], [7.168, 1.101, 1.394], [6.369, 1.630, -0.536], [6.532, 2.735, -1.196], [7.000, 0.863, -1.107], [7.711, 2.829, 1.081], [5.421, 3.744, 1.083], [5.590, 2.932, 2.665], [2.818, 0.102, -0.021], [-0.778, -1.737, 0.956], [-2.008, -1.005, 0.581], [-2.559, -1.152, 1.486], [-2.629, -1.292, -0.350], [-0.628, -2.872, 0.294], [-0.298, -2.020, 1.813], [1.057, -0.486, 0.639], [-0.428, 1.649, -1.119], [-1.893, 0.695, -1.733], [-2.777, 1.294, 1.672], [-2.055, 2.432, 0.518], [-2.874, 2.804, -1.710], [-4.971, 2.517, -2.976], [-6.811, 1.075, -2.311], [-6.808, -0.034, -0.150], [-5.570, -1.238, 2.803], [-6.833, -0.591, 1.762], [-5.776, -2.130, 0.025], [-6.256, -3.058, 1.746], [-4.602, -2.867, 1.137]], "spin_multiplicity": 1, "homo_energy_ev": -8.09, "e_lumo_ev": -0.05, "e_tot_ha": -1264.357072, "e_above_lowest_kcal_mol": 542.9}


Question: What is the formula in the sixth record?
Answer: C23H31N4O4S2